1.
Entry from OMol25: a structure of composition C3AgNaO6 at a distorted geometry (the ωB97M-V functional and the def2-TZVPD basis).

Last column: natural (NBO) charge in e.
Atoms and positions in Å:
1 O 1.57 -1.89 0.43  -0.80
2 C 0.71 -1.01 0.38  0.36
3 O -0.23 -1.24 1.47  -0.73
4 C -1.41 -0.49 1.58  0.97
5 O -1.58 0.43 0.74  -0.83
6 O -2.15 -0.85 2.50  -0.76
7 Na 0.79 -3.06 2.28  0.91
8 C 0.70 2.88 -2.73  0.64
9 O 0.04 1.96 -3.22  -0.76
10 O 0.89 3.18 -1.54  -0.75
11 Ag -0.23 1.03 -0.96  0.74

Summary:
LUMO (spin up / spin down) = 1.015 / 1.011 eV
ΔE to the lowest compared entry with this formula, charge and spin = 0.0 kcal per mole
Spin multiplicity = 2
Net charge = -1
Gap between HOMO and LUMO (spin up / spin down) = 4.22 / 5.37 eV


2.
Entry from OMol25: the ion C3H3ClO5S with charge -2 at a distorted geometry (the ωB97M-V functional and the def2-TZVPD basis).

Last column: natural (NBO) charge in e.
Atoms and positions in Å:
1 C 0.99 1.03 0.34  -0.63
2 C 0.29 -0.17 -0.23  -0.36
3 Cl 0.85 -0.41 -1.89  -0.10
4 C 0.57 -1.54 0.62  0.76
5 O 0.13 -2.61 0.22  -0.74
6 O 1.43 -1.45 1.57  -0.83
7 S -1.60 0.22 -0.50  2.39
8 O -2.08 -0.07 0.82  -1.05
9 O -1.74 1.64 -0.87  -1.06
10 O -2.14 -0.66 -1.51  -1.02
11 H 0.33 1.43 1.23  0.22
12 H 1.97 0.82 0.59  0.21
13 H 0.99 1.78 -0.40  0.20

Summary:
LUMO = 6.102 eV
ΔE to the lowest compared entry with this formula, charge and spin = 0.0 kcal per mole
Spin multiplicity = 1
Net charge = -2
Gap between HOMO and LUMO = 7.04 eV


3.
Entry from OMol25: a cluster of 2 separate species, C3H7NO in total at a distorted geometry (the ωB97M-V functional and the def2-TZVPD basis).

Last column: natural (NBO) charge in e.
Atoms and positions in Å:
1 O -3.33 -0.80 -6.59  -0.47
2 C -3.55 -1.59 -5.72  0.29
3 H -4.42 -2.29 -5.59  0.11
4 H -2.81 -1.81 -4.92  0.08
5 C 2.64 0.92 3.26  -0.49
6 C 0.61 0.62 2.29  0.12
7 N 1.93 0.59 2.02  0.00
8 H 2.11 1.20 4.16  0.24
9 H 3.43 1.67 3.02  0.30
10 H 3.17 -0.07 3.44  0.31
11 H 0.03 0.80 1.36  0.26
12 H 0.20 0.76 3.28  0.25

Summary:
LUMO (spin up / spin down) = -6.697 / -10.229 eV
ΔE to the lowest compared entry with this formula, charge and spin = 88.6 kcal per mole
Spin multiplicity = 2
Net charge = +1
Gap between HOMO and LUMO (spin up / spin down) = 5.04 / 1.46 eV


These records have total energy values of -875.10038; -1350.72492; -248.02780 hartree, in the order they appear.